C5H13N2O | ωB97M-V/def2-TZVPD

Element x y z (Å)
N 0.02080 -2.29309 0.32698
C -0.20292 -0.90222 -0.39178
C 0.16469 -1.08379 -1.85843
C 0.69072 -0.03610 0.56788
N 0.31962 1.13850 0.81812
C -0.30579 2.07611 -0.17998
C -1.83830 2.05448 -0.04278
O 1.54472 -0.73969 1.05009
H -0.42959 -2.32108 1.18071
H -0.11253 -3.11586 -0.35082
H 1.04489 -2.41749 0.74280
H -1.26179 -0.44557 -0.27919
H -0.22168 -0.13795 -2.44397
H -0.22889 -1.94301 -2.40048
H 1.38252 -1.04772 -1.84515
H 0.63264 1.65030 1.57804
H 0.03715 3.08987 -0.19116
H 0.09137 1.56999 -1.11571
H -2.11438 2.81076 0.81660
H -2.48569 1.19017 0.32927
H -2.12500 2.46630 -1.00696

As for the multiplicity: 1. As for the net charge: +1. Its HOMO-LUMO gap is 11.13 eV. The value obtained for the LUMO energy is -3.157 eV. The energy above the lowest of the compared OMol25 structures with the same formula, charge and spin comes out at 3.060 eV. The structure (SMILES) is CCNC(=O)[C@@H](C)[NH3+].



C5H13N2O | ωB97M-V/def2-TZVPD

Element x y z (Å)
C 0.33486 -0.96719 0.50006
C 0.45084 0.45668 1.00391
C 0.34139 1.58824 -0.03662
C 1.47985 1.60330 -1.01425
N 0.32070 -0.32166 -2.03586
C 1.47952 0.62168 -1.91536
N -0.24304 -1.80715 1.34993
H 1.23178 -1.33424 0.01067
H -0.45317 -1.00983 -0.37608
H 1.36637 0.60054 1.59565
H -0.35191 0.71010 1.70195
H -0.09359 2.49438 0.36301
H 2.32086 2.23245 -0.78266
H 2.26448 0.47029 -2.63867
H 0.02387 0.65723 -2.13774
H 0.26690 -2.70235 1.26536
H -3.84056 -1.57959 1.55465
H 0.52302 -0.91166 -2.82091
H -3.37824 -1.14942 2.97068
H -0.47843 1.17682 -0.64155
O -3.56549 -0.82862 2.08383

As for the multiplicity: 1. As for the net charge: +1. Its HOMO-LUMO gap is 5.89 eV. The value obtained for the LUMO energy is -7.501 eV. The energy above the lowest of the compared OMol25 structures with the same formula, charge and spin comes out at 7.947 eV.



C5H13N2O | ωB97M-V/def2-TZVPD

Element x y z (Å)
C 0.02024 -2.49752 -0.60455
O -0.80341 -2.19067 0.52518
C 0.76311 -1.20542 -1.07117
C 1.11067 -0.17598 -0.00292
C 0.10320 0.83297 0.35353
C 0.28385 2.09133 -0.12059
N -0.46859 3.19539 0.13547
N -1.17198 0.46784 0.99805
H 0.75667 -3.24580 -0.31088
H -0.62758 -2.90429 -1.37598
H -0.41547 -2.23473 1.40396
H 0.16116 -0.75092 -1.87057
H 1.67134 -1.54254 -1.57080
H 1.47485 -0.79253 0.85766
H 2.09755 0.26084 -0.17785
H 1.01696 2.35204 -0.87675
H -1.34675 3.15972 0.63477
H -0.10758 4.11199 -0.04683
H -1.89295 0.97432 0.46908
H -1.36862 -0.50246 0.64414
H -1.25666 0.59642 2.00708

As for the multiplicity: 1. As for the net charge: +1. Its HOMO-LUMO gap is 9.22 eV. The value obtained for the LUMO energy is -3.328 eV. The energy above the lowest of the compared OMol25 structures with the same formula, charge and spin comes out at 2.146 eV. The structure (SMILES) is N/C=C(\[NH3+])CCCO.



C5H13N2O | ωB97M-V/def2-TZVPD

Element x y z (Å)
N -0.07301 -2.15835 0.91170
C 0.18060 -0.95996 1.85571
C -0.12069 0.33513 1.10265
N 0.90845 0.61351 0.11864
C -0.68585 1.98797 -1.30452
C 0.46530 0.99069 -1.21814
C 0.14038 -0.36583 -1.78578
O -0.90970 -0.93731 -1.60333
H 0.77015 -2.71134 0.78997
H -0.40427 -1.82146 -0.00259
H -0.83421 -2.71920 1.29027
H 1.24714 -0.96405 2.07591
H -0.41710 -1.12444 2.73458
H -0.23687 1.14165 1.83390
H -1.10033 0.23419 0.63079
H 1.67136 1.15662 0.48673
H -1.03034 2.31129 -0.33007
H -0.37383 2.92497 -1.76707
H -1.56168 1.62803 -1.84576
H 1.34409 1.32820 -1.75957
H 1.02040 -0.89032 -2.21402

As for the multiplicity: 1. As for the net charge: +1. Its HOMO-LUMO gap is 10.02 eV. The value obtained for the LUMO energy is -3.245 eV. The energy above the lowest of the compared OMol25 structures with the same formula, charge and spin comes out at 1.739 eV. The structure (SMILES) is C[C@H](C=O)NCC[NH3+].



C5H13N2O | ωB97M-V/def2-TZVPD

Element x y z (Å)
O -0.05446 0.27982 -1.05832
C 1.00392 0.50467 -0.50670
C 1.36001 -0.06956 0.76827
C 0.50651 -1.00731 1.48529
C -0.34812 -0.31813 2.59217
C -1.19510 0.79185 1.96463
N -2.14481 0.24084 1.00894
N 1.08546 -0.21634 -5.05349
H 1.73742 1.14638 -0.99978
H 2.36208 0.15106 1.12913
H -0.15090 -1.49794 0.75736
H 1.11347 -1.79832 1.93600
H 0.34490 0.06835 3.34068
H -0.98925 -1.06844 3.04978
H -1.76261 1.31726 2.72664
H -0.47985 1.45234 1.44249
H -1.77848 0.21096 0.05594
H -3.03769 0.73456 1.04401
H 0.77285 0.56690 -5.62174
H 0.35791 -0.48858 -4.41612
H 1.29674 -1.00034 -5.64518

As for the multiplicity: 1. As for the net charge: +1. Its HOMO-LUMO gap is 3.90 eV. The value obtained for the LUMO energy is -8.398 eV. The energy above the lowest of the compared OMol25 structures with the same formula, charge and spin comes out at 5.023 eV.



C5H13N2O | ωB97M-V/def2-TZVPD

Element x y z (Å)
N 2.00643 2.37563 -0.87030
C 1.04928 1.25605 -1.06289
C 1.55188 0.05339 -0.25123
N 0.85405 -1.14262 -0.08847
C -0.56070 -1.27358 -0.28215
C -1.24479 -1.55188 1.07885
C -2.50112 -0.64323 1.10343
O 2.62890 0.14995 0.28153
H 2.67977 2.47085 -1.63583
H 1.47668 3.22205 -0.66123
H 2.55933 2.16517 -0.02134
H 0.05639 1.47398 -0.74463
H 0.96069 0.95516 -2.10617
H 1.11997 -1.80731 0.64555
H -0.88655 -1.98497 -1.06734
H -0.96393 -0.39844 -0.80045
H -0.69655 -1.40719 2.01501
H -1.57908 -2.57748 1.15003
H -2.99658 -0.67581 0.12984
H -2.30718 0.38988 1.35539
H -3.20689 -1.04961 1.83240

As for the multiplicity: 2. As for the net charge: +2. Its HOMO-LUMO gap (spin up / spin down) is 12.00 / 6.85 eV. The expectation value of S² is 0.7637. The value obtained for the LUMO energy (spin up / spin down) is -7.846 / -12.976 eV. The energy above the lowest of the compared OMol25 structures with the same formula, charge and spin comes out at 1.893 eV.



C5H13N2O4S | ωB97M-V/def2-TZVPD

Element x y z (Å)
C 1.88701 -1.85919 1.22634
C -0.78773 2.31239 -0.11360
C -2.40203 0.52191 0.04501
C 1.59376 -1.62499 -0.25831
C 1.00476 -0.23755 -0.45931
N -0.12765 0.05326 0.35172
N -1.05299 0.90153 -0.31269
O 2.32941 2.23215 -0.75034
O 3.79191 0.37954 -0.08593
O 2.16567 1.29990 1.50373
O 2.74396 -1.78673 -1.04866
S 2.49361 1.05089 0.09413
H 2.47635 -1.02852 1.60458
H 2.44379 -2.78641 1.35005
H 0.95382 -1.91932 1.78144
H 0.26622 2.49573 -0.32727
H -1.40572 2.88771 -0.80489
H -1.00798 2.63999 0.91692
H -2.50590 -0.54991 -0.11582
H -2.65892 0.74793 1.09217
H -3.09711 1.04955 -0.60861
H 0.88294 -2.39063 -0.61446
H 0.82262 -0.01340 -1.50723
H 0.22044 0.47327 1.22229
H 3.33790 -1.03669 -0.78027

As for the multiplicity: 1. As for the net charge: -1. Its HOMO-LUMO gap is 8.44 eV. The value obtained for the LUMO energy is 3.529 eV. The energy above the lowest of the compared OMol25 structures with the same formula, charge and spin comes out at 0.000 eV. The structure (SMILES) is C[C@H](O)[C@@H](NN(C)C)S(=O)(=O)[O-].



C5H13N2OPS | ωB97M-V/def2-TZVPD

Element x y z (Å)
C 0.31513 0.09239 2.39281
C -0.80920 -0.84160 2.06323
C 0.50747 1.17821 1.38139
C 0.19243 1.09492 -2.58931
C -0.88350 -0.02615 -2.54836
N -0.48254 -1.70234 0.96660
N 1.60323 0.97430 0.52596
O -0.84141 -0.36167 -1.20610
P 0.18498 -1.40159 -0.51829
S 0.49493 -3.13416 -1.34044
H 0.22879 0.40959 3.40389
H 1.25104 -0.49247 2.36166
H -1.03419 -1.53124 2.83472
H -1.79378 -0.40578 1.70362
H -0.32778 1.26477 0.77303
H 0.59868 2.10007 2.02123
H 0.00351 1.71936 -1.72388
H 1.12815 0.61223 -2.26726
H 0.24256 1.74224 -3.45800
H -0.53553 -0.85519 -3.28325
H -1.82618 0.23304 -2.84873
H -0.09898 -2.55980 1.31759
H 1.88219 1.89087 0.03788

As for the multiplicity: 1. Its HOMO-LUMO gap (spin up / spin down) is 8.08 / 6.87 eV. The value obtained for the LUMO energy (spin up / spin down) is -0.649 / -0.520 eV. The energy above the lowest of the compared OMol25 structures with the same formula, charge and spin comes out at 2.130 eV.



C5H13N2S | ωB97M-V/def2-TZVPD

Element x y z (Å)
C -1.92614 1.78687 -0.08003
N -2.55765 0.92191 -0.81508
C 1.21390 0.13890 0.09655
C 1.99006 0.88380 1.20774
S 2.79820 -0.22084 2.42306
C 0.23623 -0.87536 0.69391
N -0.90141 -1.21917 -0.13874
C -0.58855 -1.80817 -1.42748
H -1.40197 1.00681 -1.05447
H -1.36298 1.59088 0.85522
H -1.79945 2.84821 -0.38890
H 2.04465 -0.29941 -0.46306
H 0.73052 0.91906 -0.51440
H 1.30941 1.55968 1.75241
H 2.72401 1.56426 0.76141
H -0.18701 -0.53656 1.64341
H 0.82319 -1.74995 0.97768
H -1.67401 -0.55773 -0.23911
H -1.47558 -1.78563 -2.06014
H -0.25216 -2.84313 -1.28503
H 0.25671 -1.32443 -1.94494

As for the multiplicity: 1. As for the net charge: -1. Its HOMO-LUMO gap is 5.21 eV. The value obtained for the LUMO energy is 2.796 eV. The energy above the lowest of the compared OMol25 structures with the same formula, charge and spin comes out at 4.837 eV.



C5H13N2S | ωB97M-V/def2-TZVPD

Element x y z (Å)
C -0.65772 -0.19978 1.93883
C 1.64610 -1.10199 0.69274
C -0.75230 0.57707 0.51703
C 0.17549 -0.16375 -0.48548
C -0.59663 -1.20601 -1.24550
N -0.13317 1.93877 0.65515
N 0.87853 0.85154 -1.32782
S 1.13259 -0.48281 2.30852
H -1.06984 0.44016 2.70728
H -1.19123 -1.12540 1.83419
H 1.28644 -2.17209 0.62531
H 2.71621 -0.94401 0.47930
H -1.74500 0.78319 0.02460
H -0.06110 -1.28464 -2.14736
H -1.54077 -0.81240 -1.48725
H -0.67035 -2.14019 -0.87611
H 0.53723 2.05208 1.36325
H -0.82488 2.76694 0.70823
H 0.34884 1.08115 -2.22888
H 1.87473 0.70968 -1.48002
H 0.61116 1.58528 -0.53879

As for the multiplicity: 1. As for the net charge: +1. Its HOMO-LUMO gap is 9.48 eV. The value obtained for the LUMO energy is -3.056 eV. The energy above the lowest of the compared OMol25 structures with the same formula, charge and spin comes out at 2.225 eV.



C5H13N2S | ωB97M-V/def2-TZVPD

Element x y z (Å)
C -0.54622 -0.03760 0.26675
C 1.81268 0.58709 -0.46990
C 0.11696 2.19665 -0.55316
C 0.82332 -2.02112 1.15490
C -1.98887 0.32134 0.22762
N 0.38794 0.78900 -0.32719
N -0.38635 -1.35596 0.56761
S -2.86201 -0.88889 -0.93007
H 2.02350 -0.51969 -0.51255
H 2.24377 0.99766 -1.37084
H 2.42042 1.01841 0.33958
H 0.25847 2.82082 -1.53375
H -0.91662 2.29923 -0.23659
H 0.76598 2.72986 0.09778
H 1.14883 -2.74506 0.49877
H 0.53419 -2.55147 2.07147
H 1.63714 -1.33921 1.17971
H -2.39111 0.42778 1.27485
H -2.23709 1.26232 -0.22937
H -1.28423 -1.82221 0.70412
H -2.44509 -0.27238 -2.04198

As for the multiplicity: 1. As for the net charge: +1. Its HOMO-LUMO gap is 9.44 eV. The value obtained for the LUMO energy is -3.910 eV. The energy above the lowest of the compared OMol25 structures with the same formula, charge and spin comes out at 1.468 eV. The structure (SMILES) is C/[NH+]=C(/CS)N(C)C.



C5H13N2S | ωB97M-V/def2-TZVPD

Element x y z (Å)
C -0.09035 -0.15463 0.94792
C -0.44397 1.18737 0.36474
C 1.76119 -0.64692 -0.45552
C -2.06336 1.32769 0.53139
C 0.13611 -2.28539 -0.29739
N 0.64928 -0.98597 0.09663
N -0.10027 1.25487 -1.09404
S 2.58947 0.73843 0.08802
H 0.40000 0.03244 1.93713
H -1.00946 -0.83675 1.25650
H 0.11151 1.96141 0.84233
H 2.37987 -1.38684 -0.88836
H -2.40354 0.45522 -0.05671
H -2.09566 2.33034 0.00454
H -2.33868 1.32523 1.61541
H 0.38611 -3.04519 0.49801
H -0.87275 -2.18787 -0.20391
H 0.40366 -2.69041 -1.28459
H -0.92564 0.89155 -1.62418
H -0.05998 2.16158 -1.47549
H 3.58649 0.55382 -0.80241

As for the multiplicity: 1. As for the net charge: +1. Its HOMO-LUMO gap is 9.15 eV. The value obtained for the LUMO energy is -4.238 eV. The energy above the lowest of the compared OMol25 structures with the same formula, charge and spin comes out at 1.865 eV.